C41H46F7I3O25 | the ωB97M-V functional and the def2-TZVPD basis

highest occupied orbital energy: -8.695 eV
gap between HOMO and LUMO: 8.15 eV
E_tot: -5063.1093 Eh
strongest force on any atom: 1.470 eV/A

Positions of all 122 atoms, in Å:
C -1.4266 2.6766 0.9976
C -0.6459 1.8351 -0.0294
C -1.4442 0.5766 -0.4025
C -0.7922 -0.7982 -0.2266
C 0.1481 -0.9694 0.9751
O 0.2333 -0.3315 1.9655
O 0.8788 -2.1021 0.7830
C 0.4240 -2.7476 -0.4177
C 1.5542 -3.6586 -0.9582
O 2.8598 -3.3476 -0.4865
C 3.2802 -4.0472 0.6267
C 3.5282 -3.3314 1.8003
C 4.0028 -3.9772 2.9375
C 4.2311 -5.3528 2.9270
C 3.9797 -6.0614 1.7476
C 3.5121 -5.4157 0.6032
C -0.7610 -3.6751 -0.0258
C -0.7889 -4.1485 1.4353
C -1.3840 -3.1705 2.4512
O 0.4830 -4.5946 1.8968
C 0.0728 -1.4737 -1.3183
I 2.0346 -0.3792 -1.3257
C -0.4431 -1.7113 -2.7157
I -1.1179 -3.6753 -3.2549
C -0.5780 -0.8567 -3.7385
C -1.0750 -1.2299 -5.1045
I -0.1426 1.1965 -3.6604
H -1.9214 2.0384 1.7263
H -2.2008 3.2445 0.4877
H -0.7745 3.3663 1.5268
H 0.3189 1.6283 0.4190
H -0.4717 2.4918 -0.8777
H -2.3092 0.5701 0.2534
H -1.8706 0.6291 -1.4018
H -1.6133 -1.4120 0.1386
H 1.5939 -3.5509 -2.0402
H 1.3633 -4.7112 -0.7745
H 3.3476 -2.2681 1.8251
H 4.1862 -3.4007 3.8328
H 4.5883 -5.8588 3.8095
H 4.1759 -7.1236 1.7238
H 3.3338 -5.9884 -0.2981
H -1.7357 -3.2373 -0.2249
H -0.7640 -4.5695 -0.6329
H -1.4533 -5.0157 1.4357
H -1.9662 -3.6780 3.2128
H -1.9477 -2.3685 1.9834
H -0.5501 -2.6930 2.9631
H 0.4598 -5.5483 1.9975
H -1.0039 -0.3796 -5.7735
H -2.1199 -1.5279 -5.0811
H -0.4541 -2.0084 -5.5379
C -6.6491 3.7112 2.0847
C -6.0785 4.6079 1.0130
O -4.8823 3.9122 0.6538
C -5.0965 2.6004 0.8928
O -4.4151 1.7125 0.4872
O -6.1901 2.4178 1.6598
F -5.7491 5.8295 1.4948
H -6.2336 3.9324 3.0676
H -7.7340 3.7391 2.1370
H -6.7111 4.7281 0.1335
C -2.5124 0.9632 5.3825
C -1.6854 2.2281 5.3529
O -2.5608 3.1428 4.7154
C -3.8333 2.7461 4.9868
O -4.7950 3.4195 4.8166
O -3.8456 1.4843 5.4731
F -0.5654 2.0882 4.6095
H -2.4038 0.3936 4.4584
H -2.2887 0.3219 6.2305
H -1.4139 2.6162 6.3362
C 5.2901 -3.5744 -2.2985
C 5.9411 -2.7180 -3.3588
O 7.1456 -3.4187 -3.6216
C 6.9153 -4.7373 -3.3535
O 7.6143 -5.6272 -3.7020
O 5.7708 -4.8823 -2.6450
F 6.2385 -1.4773 -2.9060
H 5.6333 -3.3121 -1.2972
H 4.2082 -3.5379 -2.3209
H 5.3687 -2.6291 -4.2843
C -7.2223 6.8699 -4.2030
C -6.7074 5.4486 -4.1692
O -6.7009 5.1669 -2.7789
C -7.6687 5.9322 -2.2059
O -8.0974 5.7599 -1.1124
O -8.0737 6.9035 -3.0506
F -5.4483 5.3512 -4.6518
H -6.4139 7.5914 -4.0798
H -7.7810 7.1044 -5.1046
H -7.3421 4.7225 -4.6796
C 5.0659 1.7120 2.4143
C 4.0369 2.3177 1.4879
O 4.6362 2.1380 0.2118
C 5.4294 1.0314 0.3029
O 5.8726 0.4470 -0.6313
O 5.6383 0.6894 1.5900
F 3.8695 3.6437 1.7134
H 5.8401 2.4304 2.6888
H 4.6311 1.2880 3.3154
H 3.0615 1.8257 1.5052
C 9.1117 3.0750 -1.0957
C 9.5588 1.6336 -1.0016
O 9.7466 1.4671 0.3949
C 8.9025 2.3301 1.0201
O 8.6067 2.2712 2.1667
O 8.4295 3.2542 0.1504
F 10.7372 1.4263 -1.6384
H 9.9624 3.7559 -1.1471
H 8.4455 3.2642 -1.9328
H 8.8256 0.9069 -1.3553
C -6.0557 -0.6712 -0.4038
C -6.9674 -0.3015 -1.5485
O -6.6558 -1.2873 -2.5164
C -6.2393 -2.4016 -1.8430
O -6.1434 -3.4797 -2.3222
O -5.9597 -2.0971 -0.5543
F -6.6831 0.9258 -2.0538
H -5.0698 -0.2261 -0.5076
H -6.4613 -0.4089 0.5694
H -8.0330 -0.3495 -1.3166